{"formula": "C4H10N2O2", "method": "wB97M-V/def2-TZVPD", "symbols": ["C", "C", "C", "N", "N", "C", "O", "O", "H", "H", "H", "H", "H", "H", "H", "H", "H", "H"], "positions_angstrom": [[-1.0656, -0.3370, 0.6465], [-1.8877, -0.6497, -0.5718], [1.0974, 0.1417, -0.4350], [1.2548, -0.7760, -1.3675], [2.5581, 1.5441, -0.3911], [0.5581, 0.8601, 0.4270], [-1.7212, 0.5277, 1.5368], [-0.7383, -1.5350, 1.2933], [-2.5710, 0.1257, 1.7864], [-0.1369, -1.3182, 2.0181], [0.9541, -0.5229, -2.2987], [2.1453, -1.2570, -1.3739], [3.2028, 1.3655, 0.3810], [2.2842, 2.5211, -0.2760], [0.4204, 1.5415, 1.2395], [-2.1287, 0.2659, -1.1129], [-1.3903, -1.3701, -1.2221], [-2.8355, -1.1275, -0.2797]], "forces_ev_per_a": [[1.277, 1.578, 0.783], [-0.072, -0.130, -0.144], [4.156, 3.326, -0.517], [-0.148, -0.567, -0.395], [0.577, -0.967, -0.750], [-5.604, -3.729, 1.341], [-0.507, -0.007, 0.103], [0.242, 0.143, -0.273], [0.161, 0.076, -0.012], [-0.147, -0.035, -0.072], [0.022, 0.118, 0.073], [-0.132, 0.081, 0.169], [-0.227, -0.185, -0.082], [-0.407, -0.339, -0.117], [0.484, 0.391, -0.256], [0.091, -0.072, -0.009], [0.108, 0.187, 0.013], [0.123, 0.131, 0.145]], "relative_energy_ev": 7.268, "total_charge": 0, "multiplicity": 1, "homo_ev": [-6.851, -6.852]}